The following is a DFT calculation (wB97M-V/def2-TZVPD) of a single C6H6O molecule.

The geometry in XYZ format:
```
13
Properties=species:S:1:pos:R:3:lowdin_charge:R:1
O -0.1796 -1.4611 1.2114 -0.105
C 0.1787 1.7900 -0.4044 -0.102
C 0.1840 0.4012 -0.1233 -0.239
C 0.0209 2.9659 -0.6120 0.121
C 0.5795 -0.2485 1.1983 -0.126
C -0.4802 -0.5003 -0.8521 -0.027
C -0.4535 -1.7750 -0.1278 -0.217
H 0.3356 0.3797 2.0640 0.129
H -0.8525 -0.4544 -1.8631 0.131
H -1.2440 -2.5320 -0.1787 0.135
H -0.1590 4.0017 -0.7815 0.023
H 1.6388 -0.5458 1.2780 0.129
H 0.4311 -2.0215 -0.8087 0.147
```

Computed properties:
SMILES	C#CC1=CCOC1
energy relative to the best compared isomer or geometry (same formula, charge and spin)	80.9	kcal per mole
maximum force	2.3	eV Å⁻¹
lowest unoccupied orbital energy	0.9	eV
frontier orbital gap	9.48	eV
total energy	-8362.9997	eV
HOMO energy	-8.57	eV
charge	0